Density functional theory data (the ωB97M-V functional and the def2-TZVPD basis) for C26H32CoIN6O2 as an isolated structure.

Last column: Mulliken spin population.
CARTESIAN COORDINATES (ANGSTROEM)
C: -1.960 0.670 -0.636  0.040
C: -0.573 5.021 1.039  0.000
O: -0.450 -3.088 -0.859  0.056
C: 2.897 -0.210 2.547  0.136
H: -0.814 0.122 -3.797  0.000
H: -0.874 4.361 1.855  0.000
H: 2.903 1.822 3.265  0.008
H: 3.796 1.592 1.752  0.008
H: -0.719 -4.467 -2.800  0.000
H: -4.960 -3.874 2.530  -0.001
C: 2.781 -2.582 2.938  0.215
C: 3.549 1.130 2.713  -0.001
H: -5.038 1.811 -2.635  0.000
C: -1.877 0.708 -2.026  -0.024
C: 0.053 1.073 0.460  -0.022
C: 3.281 3.914 -0.555  -0.004
H: 4.474 1.034 3.276  0.001
H: -2.588 -4.441 0.142  0.002
C: 1.212 -4.538 -3.719  0.000
H: -0.157 -0.567 -2.308  0.001
N: 1.196 0.773 1.242  0.229
C: -3.494 -3.896 0.390  0.000
H: -4.341 -4.570 0.456  0.000
H: 3.831 5.956 -0.206  0.000
H: -0.951 2.685 -0.144  -0.005
C: -4.175 1.491 -2.065  0.007
C: 1.659 -0.367 1.787  0.158
H: -1.352 4.978 0.271  0.000
C: 1.805 5.564 0.373  0.000
H: 1.738 1.604 1.453  -0.056
H: 2.049 -5.073 -3.269  0.000
H: 2.418 1.976 -0.870  0.000
N: -4.179 -3.246 2.615  0.005
H: 1.580 -3.672 -4.271  0.000
C: -3.011 1.118 -2.724  -0.001
N: -0.836 0.199 0.142  0.094
N: 1.708 -2.823 -1.541  0.006
C: -4.230 1.457 -0.679  -0.003
C: -3.290 -3.100 1.645  0.002
C: 0.776 4.637 0.488  0.000
H: -5.133 1.747 -0.158  0.000
H: 1.126 -3.680 2.134  0.016
H: -0.557 6.040 1.419  0.000
C: -0.612 0.323 -2.746  0.006
H: -3.140 0.980 1.120  -0.001
H: 0.129 1.127 -2.706  0.000
C: 3.050 5.212 -0.130  0.006
O: -2.322 -2.327 1.802  0.042
N: -0.037 2.384 0.169  0.043
Co: -0.815 -1.765 0.617  2.714
C: 1.034 3.333 0.070  0.013
H: -4.070 -2.726 3.472  0.000
H: 4.343 -1.277 3.668  0.005
C: 1.580 -2.698 2.210  -0.080
C: 0.967 -1.618 1.616  0.404
H: 4.238 3.639 -0.979  0.000
H: -2.976 1.147 -3.807  0.000
C: 2.265 2.974 -0.471  0.003
C: 0.470 -3.350 -1.673  -0.005
I: -3.891 -2.564 -1.229  0.005
H: 0.733 -5.209 -4.424  0.000
H: 1.923 -2.402 -0.653  0.009
C: -3.118 1.037 0.037  -0.021
C: 3.424 -1.338 3.099  -0.013
H: 1.626 6.583 0.693  0.000
N: 0.231 -4.149 -2.714  0.004
H: 2.473 -3.143 -2.108  -0.001
H: 3.222 -3.461 3.395  -0.002

Calculated values
<S²>: 6.03
multiplicity: 5
electronic energy: -86233.7915 eV
net charge: +2